{"formula": "C58H78FIN10O4S2", "method": "ωB97M-V with the def2-TZVPD basis set", "symbols": ["I", "S", "S", "F", "O", "O", "O", "O", "N", "N", "N", "N", "N", "N", "N", "N", "N", "N", "C", "C", "C", "C", "C", "C", "C", "C", "C", "C", "C", "C", "C", "C", "C", "C", "C", "C", "C", "C", "C", "C", "C", "C", "C", "C", "C", "C", "C", "C", "C", "C", "C", "C", "C", "C", "C", "C", "C", "C", "C", "C", "C", "C", "C", "C", "C", "C", "C", "C", "C", "C", "C", "C", "C", "C", "C", "C", "H", "H", "H", "H", "H", "H", "H", "H", "H", "H", "H", "H", "H", "H", "H", "H", "H", "H", "H", "H", "H", "H", "H", "H", "H", "H", "H", "H", "H", "H", "H", "H", "H", "H", "H", "H", "H", "H", "H", "H", "H", "H", "H", "H", "H", "H", "H", "H", "H", "H", "H", "H", "H", "H", "H", "H", "H", "H", "H", "H", "H", "H", "H", "H", "H", "H", "H", "H", "H", "H", "H", "H", "H", "H", "H", "H", "H", "H"], "xyz": [[-1.4288, -1.5459, 0.7984], [-7.5394, 3.0503, -0.1407], [-7.6917, 1.9837, -2.9792], [-4.6065, 0.3924, 2.6202], [-2.3510, 3.9320, 2.2493], [-2.6728, 1.5462, -2.0038], [-4.7149, 1.8304, -1.1265], [-3.9614, 3.3260, -2.7076], [14.3292, -1.0717, 9.9696], [-9.3384, 3.8420, -1.9320], [8.0871, -2.3812, 1.2764], [-2.8570, -4.0451, -2.3249], [0.6310, -4.4550, 2.2403], [-1.7163, 5.4700, 0.6485], [1.2023, -0.4890, -6.5565], [-2.7108, -0.2242, -7.4623], [10.7961, -4.2297, 5.7346], [4.0621, -2.5797, -0.5933], [15.3900, -1.2022, 9.1150], [-2.4746, 1.7790, 0.4809], [-3.9134, 6.5695, 0.3126], [-3.0118, -4.5111, -4.4826], [4.2684, -1.5118, 0.2347], [8.6184, -2.2341, 2.5262], [-10.3636, 3.8564, -0.8904], [-6.8590, 0.2900, 1.8905], [-4.8922, 7.4503, 0.7157], [-1.5716, 2.9952, 0.1555], [11.5113, -3.1634, 6.2037], [12.0196, -3.5041, 7.4292], [2.8151, -4.7473, 2.0367], [-8.9280, 5.1854, -2.3715], [9.9763, -2.4033, 2.4311], [6.0122, -1.7050, -1.1714], [2.5178, -4.4760, 3.3988], [-5.4229, 0.6680, 1.4977], [0.6650, -0.9289, -1.5217], [-4.2584, 0.4910, -0.8611], [5.4705, -0.9444, -0.1007], [-0.3152, 0.2792, -1.3240], [-1.9347, 4.1413, 1.1327], [-1.7253, -0.2945, -0.9423], [9.0877, -2.6501, 0.3843], [-4.7790, 8.1595, 1.9035], [-4.7502, 0.2432, -8.1880], [15.7399, 0.5605, 10.4647], [10.8350, -5.2458, 6.6498], [-3.3769, 0.3452, -6.4121], [-2.7502, 0.8543, -0.7223], [-8.2217, 3.0043, -1.6231], [-4.6458, 0.6504, -6.8317], [-5.7464, 0.0466, -2.9831], [1.1620, -4.3027, 3.4923], [-0.0504, -1.9997, -5.5296], [-3.5412, -0.2943, -8.5460], [-7.1156, 0.3475, -2.3066], [-3.8023, 2.3569, -2.0224], [14.5371, -0.0026, 10.7981], [16.2816, -0.2015, 9.3950], [11.5903, -4.8277, 7.7129], [-2.6358, 7.1010, 2.2252], [0.2252, -0.6623, -5.6122], [5.1216, -2.7082, -1.4496], [-4.9126, -0.2416, 0.3497], [-2.4064, -5.6132, -3.8218], [-2.7590, 6.3726, 1.0586], [-4.5965, -0.4476, -2.0664], [1.6307, -4.7312, 1.3487], [10.2746, -2.6677, 1.0693], [-10.8567, 2.4345, -0.5140], [-3.2761, -3.5600, -3.5334], [1.5588, -1.7072, -7.0708], [-2.3237, -5.2945, -2.4907], [-8.4778, 6.1634, -1.2595], [0.7953, -2.6659, -6.4553], [-3.6271, 7.9626, 2.6491], [10.3245, -6.1758, 6.4651], [1.4122, -4.8899, 0.3049], [17.2188, -0.0341, 8.8904], [-3.7250, -2.5846, -3.6136], [-8.1103, 5.1095, -3.1010], [-0.7815, -2.4490, -4.8749], [1.5963, 0.3932, -6.8287], [-7.5153, 0.5412, 1.0482], [-2.0058, -0.9533, -1.7708], [-1.7512, 7.0317, 2.8570], [-1.7791, 5.3992, -0.3655], [-3.2015, -0.7182, -9.4759], [-7.5259, 5.8660, -0.7995], [-5.9289, -0.7778, -3.6940], [-1.6990, 3.4071, -0.8538], [12.6313, -2.8731, 8.0526], [-4.0927, 6.0274, -0.6196], [1.2304, -1.1435, -0.6073], [10.3150, -4.2612, 4.8521], [-11.2348, 4.3831, -1.3112], [-0.1896, 0.1809, -5.0836], [3.2556, -3.1785, -0.5726], [-2.9313, -3.5572, -1.4493], [-4.7821, -1.4785, -1.7314], [-0.3487, 0.8101, -2.2801], [0.0724, 0.8688, -0.4870], [5.9132, -0.0811, 0.3695], [3.7882, -4.9337, 1.6117], [-1.7564, -0.5427, -7.4376], [11.8098, -5.4054, 8.5957], [-5.7867, -0.8080, -0.0001], [2.3201, -1.7859, -7.8284], [-3.2284, -4.4256, -5.5350], [-3.3974, 2.1846, 0.9090], [-5.5591, 8.8360, 2.2472], [-5.4141, 1.1133, -6.2332], [-2.8913, 0.4854, -5.4599], [-5.6132, 0.3341, -8.8269], [15.4171, -1.9926, 8.3835], [11.2469, -2.8503, 0.6420], [-7.1371, 0.8661, 2.7819], [-11.8450, 2.4815, -0.0454], [3.2185, -4.4147, 4.2148], [-0.3426, -4.3766, 2.0099], [-6.9052, -0.7883, 2.0930], [13.5227, -1.6686, 9.9865], [-3.7131, -0.5217, -2.7233], [0.8383, -3.7253, -6.6469], [-3.5363, 8.5177, 3.5840], [13.8132, 0.2641, 11.5494], [-2.0698, -6.5328, -4.2714], [11.5979, -2.2577, 5.6272], [1.4060, -0.7421, -2.3124], [-9.2460, 6.3655, -0.5045], [7.9879, -2.0209, 3.3734], [-9.7825, 5.6582, -2.8823], [10.6782, -2.3438, 3.2479], [-10.1548, 2.0082, 0.2192], [7.1092, -2.3034, 1.0470], [-7.0769, 0.4816, -1.2210], [-10.0724, 4.3663, 0.0407], [-5.7931, 7.6231, 0.1249], [-4.2369, -0.9769, 0.8006], [-1.9326, -5.8454, -1.6518], [-5.3969, 0.8793, -3.6083], [-5.3660, 1.7409, 1.2902], [-1.9998, 1.2435, 1.3138], [3.5444, -1.2482, 0.9878], [6.9485, -1.5353, -1.6774], [8.8697, -2.8042, -0.6586], [0.1102, -1.8346, -1.8102], [-8.2737, 7.1306, -1.7520], [-7.9034, -0.3498, -2.6089], [5.1494, -3.4987, -2.1806], [0.5317, -4.0832, 4.3376], [-10.8205, 1.7672, -1.3859], [16.1833, 1.4226, 10.9351], [-0.5076, 2.7742, 0.3201]], "atomic_forces_ev_per_a": [[-0.37, 0.04, -0.11], [-0.02, -0.44, -0.23], [-0.68, 0.07, 0.11], [-0.04, 0.36, -0.16], [0.14, 0.03, -0.56], [-0.68, 1.90, 0.30], [0.08, 0.34, -1.12], [0.24, -1.04, 0.87], [0.09, 0.03, 0.02], [0.56, -0.23, -0.21], [0.13, -0.11, 0.14], [0.04, 0.04, 0.06], [0.02, -0.01, 0.06], [-1.28, -1.29, -0.71], [0.01, -0.12, -0.01], [-0.04, -0.01, -0.02], [-0.02, 0.00, 0.06], [0.12, 0.06, -0.04], [-0.06, -0.05, -0.05], [0.54, 0.46, 0.04], [-0.05, -0.58, -0.90], [0.01, 0.02, -0.08], [-0.12, -0.05, 0.03], [-0.09, 0.00, -0.01], [-1.06, -0.54, 0.19], [0.67, 0.27, -0.12], [-0.90, 0.69, 0.21], [-0.24, 0.86, 0.59], [-0.01, 0.03, -0.10], [0.00, 0.03, 0.01], [0.07, 0.00, -0.06], [-0.09, 0.75, 0.22], [0.01, -0.05, 0.15], [0.04, -0.07, -0.11], [-0.05, 0.04, 0.04], [-0.36, -1.02, 0.35], [0.11, 0.28, -0.23], [0.14, -1.96, 0.85], [-0.05, 0.09, 0.08], [0.32, -1.92, 0.37], [0.39, 0.10, 0.54], [0.92, 1.11, -0.17], [-0.08, 0.04, 0.00], [0.31, -0.27, -0.05], [-0.01, -0.03, -0.06], [-0.01, 0.02, 0.04], [-0.02, -0.02, -0.08], [0.09, -0.03, 0.03], [-0.01, -1.76, -0.66], [-0.05, 0.07, 0.59], [-0.01, -0.02, 0.08], [-0.15, -1.06, 0.11], [-0.03, 0.03, -0.02], [-0.15, -0.07, 0.14], [0.05, 0.03, 0.01], [0.47, 1.45, -0.29], [-0.17, -0.25, -0.11], [-0.08, -0.01, 0.01], [0.02, -0.03, -0.02], [-0.02, -0.05, 0.04], [0.72, 0.10, 0.79], [-0.01, 0.23, -0.01], [-0.10, -0.05, -0.02], [-0.80, 1.72, 0.41], [0.03, 0.02, 0.08], [-0.03, 0.73, 0.49], [0.70, 0.47, -0.79], [-0.04, 0.08, -0.13], [0.02, -0.05, -0.08], [0.99, 0.23, 0.13], [-0.03, 0.05, -0.02], [-0.03, 0.04, -0.02], [0.01, 0.01, 0.01], [0.37, 0.39, -0.55], [0.09, 0.04, -0.08], [-0.61, 0.61, 0.44], [0.03, 0.00, 0.02], [-0.01, -0.05, 0.02], [-0.01, -0.01, 0.01], [-0.02, -0.04, -0.07], [-0.26, -0.21, 0.10], [0.01, -0.05, -0.04], [0.01, -0.02, 0.02], [-0.01, -0.08, 0.33], [-0.25, 0.06, 0.38], [-0.07, -0.28, -0.33], [0.47, 0.25, 0.06], [-0.03, 0.02, 0.00], [-0.43, -0.08, 0.10], [0.18, 0.29, 0.11], [0.13, -0.48, 0.09], [0.00, 0.01, -0.04], [0.27, 0.00, 0.19], [-0.22, -0.02, -0.18], [0.02, 0.03, 0.01], [0.41, 0.11, -0.01], [0.01, -0.01, 0.00], [0.02, 0.01, 0.10], [0.04, -0.03, 0.03], [-0.05, 0.40, 0.16], [-0.31, 0.28, 0.46], [-0.16, 0.29, -0.46], [-0.02, 0.00, -0.02], [-0.01, -0.02, 0.02], [-0.04, -0.06, 0.10], [-0.01, 0.00, -0.02], [0.31, 0.19, -0.07], [-0.02, -0.02, 0.01], [0.00, 0.01, 0.02], [0.15, -0.28, -0.31], [0.17, -0.14, -0.15], [0.01, 0.02, -0.02], [-0.02, 0.04, -0.01], [0.01, 0.00, 0.01], [0.01, 0.03, 0.00], [-0.02, 0.00, 0.01], [-0.13, -0.23, -0.25], [0.15, -0.08, -0.29], [-0.01, -0.01, -0.01], [0.02, -0.04, 0.00], [-0.06, 0.26, 0.04], [0.02, 0.01, 0.02], [-0.35, 0.07, 0.11], [0.00, 0.02, 0.01], [0.25, -0.25, -0.20], [0.02, 0.02, -0.01], [-0.01, 0.01, 0.01], [0.02, 0.00, 0.03], [-0.26, 0.11, 0.19], [0.23, -0.26, -0.10], [0.03, 0.02, 0.00], [0.17, -0.36, 0.04], [0.01, 0.06, -0.03], [-0.33, 0.04, -0.13], [0.03, 0.03, -0.08], [0.03, -0.17, -0.23], [0.12, 0.00, -0.31], [0.32, -0.31, -0.08], [0.06, 0.28, -0.32], [-0.02, -0.02, -0.03], [-0.18, -0.05, 0.38], [0.14, -0.25, -0.03], [-0.26, -0.11, -0.36], [0.03, -0.01, 0.01], [-0.03, 0.02, -0.01], [0.02, -0.01, 0.02], [0.20, 0.20, 0.03], [-0.11, -0.28, 0.11], [0.30, 0.03, 0.26], [0.02, 0.03, -0.01], [0.03, 0.00, 0.00], [-0.40, 0.24, 0.14], [-0.01, -0.02, 0.00], [-0.26, 0.07, -0.21]], "total_charge": 0, "orbital_gap_ev": 7.76, "e_homo_ev": -8.2, "e_tot_ha": -4299.2551, "multiplicity": 1, "smiles": "CC[C@@H](I)[C@@]1(CCC(=O)Nc2ccccc2)OC(=O)O[C@]1(CCCSC(=S)N(CC)CC)C[C@@H](C)F.c1cc[nH]c1.c1cc[nH]c1.c1cc[nH]c1.c1cc[nH]c1.c1cc[nH]c1.c1cc[nH]c1.c1cc[nH]c1.c1cc[nH]c1", "lumo_ev": -0.391, "max_force_ev_per_a": 2.1}